Entry from OMol25: 2 unconnected molecules or ions with the total composition CH2Br4P2 (ωB97M-V/def2-TZVPD).

As for the total charge: 0. The total energy is -11018.09734 Eh. For the relative energy (zero: lowest compared OMol25 entry of this formula, charge and spin), the calculation gives 0.7 kcal per mole.

Geometry (Å):
C1 -0.27298 0.48914 -0.58696
P1 -0.77188 -0.81594 1.46550
P2 0.06432 -0.84700 -1.74450
Br1 0.91214 -0.21412 2.75031
Br2 -2.36147 0.54830 2.22068
Br3 1.52125 0.61677 -2.89917
Br4 1.53688 -1.88119 -0.48698
H1 0.58196 1.08728 -0.28486
H2 -1.21023 1.01676 -0.43401

Atoms 1-6, force components in eV/Å:
-0.77 -1.32 3.43
0.29 1.23 -1.89
0.45 1.66 -0.63
0.10 0.10 0.01
0.00 -0.01 -0.06
-0.57 -0.91 0.04

Atom charges from the natural (NBO) analysis, given in e for atoms 1 to 5:
1. C -0.896
2. P 0.501
3. P 0.755
4. Br -0.184
5. Br -0.213

=====

Entry from OMol25: CH2BrClO in the gas phase (ωB97M-V/def2-TZVPD).

As for the total charge: 0. The total energy is -3148.66449 Eh. For the relative energy (zero: lowest compared OMol25 entry of this formula, charge and spin), the calculation gives 40.8 kcal per mole.

Geometry (Å):
Cl1 -1.20107 1.64219 -0.08294
C1 -0.03451 0.37087 -0.02483
O1 1.38758 1.23573 0.02537
Br1 2.76048 0.09635 -0.08756
H1 -0.01250 -0.21740 -0.93630
H2 -0.07044 -0.18116 0.90999

Atomic forces in eV per Å
-0.22 -0.12 0.00
2.99 2.10 0.22
-3.30 -1.59 -0.13
0.47 -0.43 -0.02
0.06 0.03 0.09
0.01 0.00 -0.16

Atom charges from the natural (NBO) analysis, given in e for atoms 1 to 5:
1. Cl 0.024
2. C -0.094
3. O -0.644
4. Br 0.293
5. H 0.211

=====

Entry from OMol25: 2 unconnected molecules or ions with the total composition CH2BrFO (ωB97M-V/def2-TZVPD).

As for the total charge: 0. The total energy is -2788.21659 Eh. As for the spin multiplicity: 3. For the relative energy (zero: lowest compared OMol25 entry of this formula, charge and spin), the calculation gives 43.5 kcal per mole.

Geometry (Å):
C1 1.13027 -0.26444 -0.12852
O1 1.53921 -1.21506 -0.69640
F1 1.67321 0.97525 -0.34904
Br1 -2.41938 0.99311 0.21914
H1 -2.20319 -0.36856 0.40660
H2 0.27988 -0.12031 0.54824

Atomic forces in eV per Å
-3.80 9.16 6.00
3.35 -7.93 -4.95
0.48 -0.27 -0.61
-0.12 0.75 -0.07
0.04 -0.75 0.08
0.06 -0.95 -0.44

Atom charges from the natural (NBO) analysis, given in e for atoms 1 to 5:
1. C 0.251
2. O -0.141
3. F -0.312
4. Br -0.181
5. H 0.189

=====

Entry from OMol25: a molecular structure, CH2BrNO3 (ωB97M-V/def2-TZVPD).

As for the total charge: 0. The total energy is -2893.61901 Eh. For the relative energy (zero: lowest compared OMol25 entry of this formula, charge and spin), the calculation gives 43.0 kcal per mole.

Geometry (Å):
C1 -0.07372 0.29196 -0.34802
N1 -0.39844 -1.12020 -0.15077
O1 -1.38006 -1.36777 0.47636
O2 0.40092 -1.87609 -0.67133
O3 1.12387 0.48418 0.99704
Br1 -1.50269 1.51836 -0.02830
H1 0.61986 0.60489 -1.15593
H2 1.21025 1.46468 0.88094

Atoms 1-6, force components in eV/Å:
3.44 2.66 3.34
0.90 0.01 -1.15
-0.57 -0.71 0.51
-0.40 -0.07 0.33
-2.99 0.64 -3.36
0.58 -0.56 -0.29

Atom charges from the natural (NBO) analysis, given in e for atoms 1 to 5:
1. C 0.041
2. N 0.478
3. O -0.315
4. O -0.338
5. O -0.712

=====

What is the total energy in the third record?
-2788.21659 Eh

=====

Among the records above, which one has the lowest relative energy (zero: lowest compared OMol25 entry of this formula, charge and spin)?
CH2Br4P2